Computed, not measured: a 2-piece molecular cluster, C3H10OS overall at a distorted geometry, with the ωB97M-V functional and the def2-TZVPD basis.

```
15
Properties=species:S:1:pos:R:3:nbo_charge:R:1
H 1.605 -2.776 -2.891 0.12
C 0.729 -0.530 -2.356 -0.50
C 0.820 -0.943 -0.886 -0.41
H -2.423 -3.676 -2.056 0.47
H 0.461 -1.965 -0.658 0.20
H -0.326 -0.610 -2.682 0.22
H 0.178 -0.209 1.068 0.21
H -2.978 -2.243 -1.801 0.47
O -2.860 -2.918 -2.508 -0.94
H 1.029 0.532 -2.444 0.22
S 2.030 -1.534 -3.205 -0.06
H -1.082 -0.082 -0.199 0.20
H 1.884 -0.886 -0.586 0.21
C 0.000 0.000 0.000 -0.61
H 0.320 1.034 -0.214 0.20
```

## Properties
Max |F|: 0.024 hartree/bohr
Lowest unoccupied orbital energy: 0.6 eV
HOMO level: -8.98 eV
2S+1: 1
ΔE to the lowest compared entry with this formula, charge and spin: 27.19 kJ/mol
SMILES string: CCCS.O